ORCA calculation (ωB97M-V/def2-TZVPD) on a molecular structure, C28H42BrN5O5SSm at a distorted geometry.

```
83
Properties=species:S:1:pos:R:3:lowdin_charge:R:1
Sm -1.29325 0.36828 1.13229 1.649
Br -0.35048 1.97058 3.63130 0.792
S -2.73736 -2.14379 1.08125 0.413
O -1.43065 -1.74650 1.81586 -0.524
O -3.84826 -2.22710 2.09376 -0.328
O -2.40637 -3.23854 0.18149 -0.288
O -2.99309 -0.83269 0.27096 -0.512
O -3.80376 -1.66493 5.61788 0.108
N 3.05240 -0.16982 2.15183 -0.074
N -2.97862 1.21395 2.76126 -0.105
N 2.72931 -2.00690 -2.24510 0.113
N 1.11516 -0.19691 0.82797 -0.032
N 0.80764 -3.21834 -2.01920 0.100
C 3.01156 1.27196 2.33181 -0.238
C -0.00698 -4.19917 -2.49261 -0.116
C 0.79324 3.90675 -0.35515 -0.043
C 1.55214 -4.85236 -4.20408 -0.094
C 0.24557 -4.98160 -3.66462 -0.059
C 1.55284 -2.21037 1.94371 0.007
C 0.11796 2.29828 -2.27401 -0.178
C -2.60613 2.19110 -1.33866 -0.215
C -1.65364 2.97526 -0.64559 -0.254
C 4.93513 -1.58439 1.21735 -0.052
C 2.39047 -3.83100 -3.78792 -0.028
C -4.26111 0.73392 2.91752 -0.080
C 1.92332 -2.99593 -2.70303 -0.433
C 3.73760 2.04722 1.20860 -0.065
C -0.26066 3.03159 -1.09407 -0.154
C -4.57992 -0.18182 3.87343 0.014
C -0.22765 0.35161 -3.83098 -0.032
C -2.27525 -0.13555 4.65949 0.019
C -2.08453 1.23351 -2.26684 -0.173
C -0.75334 1.28697 -2.77193 -0.173
C 4.32952 -0.85758 2.46283 -0.168
C -4.05538 2.15910 -0.97855 -0.029
C -2.04472 3.90671 0.47406 -0.061
C -2.04510 0.86718 3.69056 -0.677
C 1.46258 2.49413 -2.92922 -0.054
C 1.95974 -0.82605 1.66588 -0.395
C -2.88477 0.03878 -2.76035 -0.041
C -3.59201 -0.64769 4.75467 -0.271
H -4.95624 1.16367 2.20260 0.135
H -4.28840 2.78880 -0.10253 0.082
H 0.42115 -0.41706 -3.35003 0.091
H -0.51259 -5.67553 -4.06481 0.103
H 3.34204 -1.54410 -2.90729 0.100
H 4.99655 -0.81274 0.41686 0.080
H 5.93645 -1.91974 1.46594 0.076
H 1.54879 0.62583 0.40585 0.030
H 1.88975 3.49817 -2.75642 0.081
H 1.77369 3.59562 -0.71925 0.050
H 3.35502 1.70797 0.20283 0.075
H 4.34665 -2.40755 0.86360 0.059
H -0.97805 -4.27733 -2.07769 0.080
H -5.62405 -0.57191 3.89863 0.158
H 0.64045 4.96398 -0.55715 0.095
H 4.78639 1.73210 1.20583 0.074
H 4.11874 -1.64412 3.24147 0.129
H 2.26063 1.77746 -2.60461 0.096
H 3.57823 3.12073 1.33611 0.079
H 2.24283 -2.75661 2.58000 0.088
H 5.01847 -0.12120 2.84360 0.110
H -2.71035 3.41021 1.19164 0.053
H -4.65844 2.45758 -1.81059 0.088
H 0.43877 0.86797 -4.54066 0.074
H 1.38429 -2.73260 0.98993 0.104
H -2.59996 4.79658 0.08080 0.119
H -3.73580 -0.22840 -2.18583 0.049
H -3.14398 0.21187 -3.82673 0.107
H 0.80670 3.74494 0.73924 0.066
H -4.44084 1.10759 -0.89090 0.088
H -1.00579 -0.20228 -4.39135 0.086
H 3.44626 1.60883 3.30392 0.138
H 3.30633 -3.58504 -4.36010 0.112
H -2.21515 -0.87176 -2.75265 0.105
H 1.33544 2.40536 -4.04398 0.091
H 2.30589 -1.43852 -1.53973 0.057
H 1.95892 1.60175 2.36449 0.017
H 1.93867 -5.51994 -4.96284 0.101
H -1.55226 -0.49754 5.37720 0.134
H -1.13966 4.23302 0.96376 0.046
H -4.71883 -1.63926 5.96734 0.148
H 0.56011 -2.15468 2.39965 0.071
```

## Properties
**<S²>**: 8.76
**Energy above the lowest of the compared OMol25 structures with the same formula, charge and spin**: 0.992 eV
**2S+1**: 6
**Charge**: +1
**E_tot**: -5372.1528 Eh
**HOMO level (spin up / spin down)**: -9.96 / -9.96 eV
**Kohn-Sham gap (spin up / spin down)**: 6.1963 / 6.3429 eV
**Molecular weight**: 791.0 g/mol

***

ORCA calculation (ωB97M-V/def2-TZVPD) on a molecular structure, C28H42CaGeN3O2 at a distorted geometry.

```
77
Properties=species:S:1:pos:R:3:lowdin_charge:R:1
Ge 0.34611 -1.43673 -0.08476 0.791
Ca -0.77985 1.65791 0.20623 1.333
O -1.95126 1.34148 2.11330 -0.219
O 1.44665 1.80142 0.51241 -0.281
N -0.75073 -0.43654 -1.09167 -0.349
N 0.10600 3.59356 -1.01602 -0.059
N -2.64852 3.34349 0.16144 -0.067
C -2.24172 0.14735 -2.95674 -0.080
C -3.08126 -1.10637 -0.99297 -0.058
C -3.14094 1.59126 2.48476 -0.375
C 4.90722 3.52073 -0.94197 -0.143
C 1.97759 -1.80949 -1.18062 -0.316
C 2.44159 3.42091 -0.97759 -0.183
C 4.97818 2.41504 -0.14562 -0.105
C 2.49915 2.36756 0.00231 -0.380
C 3.64611 3.96180 -1.39321 -0.066
C 4.05907 -3.38153 -1.38747 -0.272
C 3.76716 1.93208 0.42282 -0.021
C -1.81480 -0.98853 -1.93002 -0.681
C -0.27838 -3.19136 0.70621 -0.309
C -3.60145 3.54367 1.00065 -0.119
C 1.24339 3.78906 -1.63533 -0.089
C 4.72659 -2.73804 -2.62278 -0.131
C -5.07051 0.74222 3.83907 -0.121
C -1.31822 -2.21076 -2.74348 -0.060
C -2.21916 4.44581 -0.62846 -0.266
C -3.75715 0.70848 3.48439 -0.029
C -5.83914 1.81861 3.38050 -0.145
C 2.48782 -3.20285 -1.46638 -0.289
C 1.59415 -4.00863 4.17164 -0.121
C -3.99769 2.67803 2.07806 -0.161
C 0.75465 -3.77547 1.68300 -0.306
C 0.85770 -3.17784 3.11157 -0.272
C -5.27420 2.79550 2.61539 -0.093
C -1.10585 4.12486 -1.63986 -0.257
H -1.15988 -3.04168 1.27459 0.033
H -4.22491 4.47394 0.92494 0.131
H -3.10383 4.91115 -1.17135 0.130
H -6.95269 1.69283 3.43674 0.103
H -1.27015 0.53956 -3.28124 0.067
H -3.23441 -2.15063 -0.67628 0.067
H -5.77091 3.70824 2.49822 0.085
H 4.36844 -2.97192 -0.36388 0.119
H 1.07590 -4.88922 4.52691 0.053
H -3.07220 -0.07526 3.80386 0.103
H -5.45334 -0.11043 4.43005 0.105
H -1.88091 -2.32631 -3.65409 0.057
H 2.26049 -3.54371 -2.51069 0.103
H 0.36567 -4.76757 1.94256 0.096
H 1.25085 -2.18975 3.14715 0.072
H -1.68900 5.19377 0.03466 0.132
H -2.86391 -0.18835 -3.74623 0.051
H -1.28886 -3.16967 -2.26698 0.054
H -0.19909 -3.00503 3.31122 0.101
H -2.68642 1.00458 -2.51745 0.036
H 1.97784 -3.91404 -0.74759 0.077
H 4.33107 -4.42165 -1.36411 0.075
H -0.53550 -3.93495 -0.05887 0.052
H 1.79144 -3.37764 5.06290 0.067
H 4.39897 -3.28753 -3.56579 0.088
H 3.77513 1.10432 1.14837 0.111
H -1.46385 3.42709 -2.39152 0.101
H 2.62403 -4.30959 3.89284 0.071
H 1.26863 4.23424 -2.61720 0.123
H 5.80407 -2.87821 -2.59249 0.047
H 5.80175 3.98194 -1.32544 0.080
H -0.33072 -1.97132 -3.07545 0.054
H -4.00546 -0.70104 -1.39183 0.052
H -0.92327 5.10692 -2.15314 0.118
H 0.83044 -0.71579 1.19770 -0.003
H 2.69941 -1.17339 -0.65879 0.047
H -2.88335 -0.47248 -0.12326 0.049
H 1.72837 -3.97491 1.21647 0.083
H 4.58508 -1.65607 -2.66998 0.065
H 1.67733 -1.24550 -2.05633 0.037
H 5.93658 1.96899 0.07184 0.091
H 3.47287 4.83941 -2.07989 0.116
```

## Properties
**Energy above the lowest of the compared OMol25 structures with the same formula, charge and spin**: 0.198 eV
**Charge**: -1
**E_tot**: -4161.4750 Eh
**HOMO level**: -3.91 eV
**Kohn-Sham gap**: 6.6816 eV
**Molecular weight**: 565.4 g/mol